C16H19ClN2O2S | ωB97M-V/def2-TZVPD

Last column: natural (NBO) charge in e.
Cartesian coordinates (Å):
Cl1 -3.8762 1.1699 -4.4319  -0.011
S1 3.9308 -1.0685 1.8635  0.255
O1 0.0431 -0.4306 -0.3814  -0.501
O2 4.2977 2.1666 5.5377  -0.605
N1 4.0250 0.7426 3.7951  -0.597
N2 2.3217 0.9842 2.2272  -0.567
C1 -4.6250 -2.0295 -3.1259  -0.597
C2 -0.8789 -0.1486 -1.3398  0.317
C3 2.5026 2.5447 4.0153  -0.390
C4 -2.5070 -0.7201 -3.0421  0.086
C5 0.3432 -1.7778 -0.0865  -0.061
C6 3.3504 0.3613 2.6913  0.329
C7 0.7047 2.7577 2.2693  -0.647
C8 -1.1161 1.2069 -1.5736  -0.248
C9 -2.7273 0.6362 -3.2487  -0.093
C10 -3.2729 -1.7696 -3.7934  -0.441
C11 3.6551 1.8730 4.5545  0.628
C12 1.8880 2.0921 2.8895  0.264
C13 -2.0352 1.5946 -2.5234  -0.204
C14 2.6990 -1.1841 0.5294  -0.514
C15 -1.5776 -1.0953 -2.0780  -0.334
C16 1.3916 -1.7818 1.0230  -0.431
H1 -4.4842 -2.3618 -2.0996  0.203
H2 1.0184 -1.1754 1.8491  0.233
H3 2.1530 3.4183 4.5402  0.231
H4 -5.1722 -2.7961 -3.6690  0.210
H5 1.5469 -2.8040 1.3706  0.214
H6 3.1598 -1.8027 -0.2401  0.226
H7 -0.5673 1.9359 -1.0000  0.224
H8 4.8314 0.2187 4.1148  0.427
H9 -2.2211 2.6413 -2.7056  0.228
H10 -3.4378 -1.4406 -4.8204  0.223
H11 -1.4127 -2.1497 -1.9189  0.218
H12 -5.2211 -1.1208 -3.1144  0.213
H13 1.0426 3.4249 1.4767  0.231
H14 -2.6961 -2.6960 -3.8176  0.206
H15 0.7317 -2.2876 -0.9795  0.171
H16 -0.5588 -2.3031 0.2564  0.183
H17 0.1544 3.3398 3.0027  0.221
H18 2.5369 -0.1720 0.1639  0.263
H19 0.0596 2.0069 1.8198  0.235

energy above the lowest of the compared OMol25 structures with the same formula, charge and spin = 0.0 kJ/mol
SMILES = CCc1cc(OCCCSc2nc(C)cc(=O)[nH]2)ccc1Cl
HOMO level = -8.5 eV
lowest unoccupied orbital energy = 0.507 eV
gap between HOMO and LUMO = 9.034 eV

C16H19N2O3 | ωB97M-V/def2-TZVPD

Last column: natural (NBO) charge in e.
Cartesian coordinates (Å):
O1 -2.1285 -1.4376 -2.3753  -0.438
O2 4.1905 -0.6413 -2.6304  -0.461
O3 -1.3803 3.3994 3.9467  -0.582
N1 -1.9359 -0.0871 0.1539  -0.502
N2 -0.6228 1.2171 3.8936  -0.605
C1 -0.9595 -0.5655 2.2874  -0.271
C2 -2.2595 1.1363 0.5748  0.048
C3 -0.7140 2.4856 4.4387  0.691
C4 0.8280 0.6658 -2.3961  -0.107
C5 0.0408 -0.5123 -2.3591  -0.178
C6 2.8304 -0.6727 -2.6084  0.413
C7 0.0875 2.6312 5.7133  -0.719
C8 4.9288 -1.8837 -2.6801  -0.266
C9 -1.1608 0.7780 2.6859  0.209
C10 2.1909 0.5914 -2.5126  -0.275
C11 -1.3746 -0.3958 -2.2037  0.461
C12 -1.8714 1.6268 1.8278  -0.275
C13 -1.3924 -0.9594 1.0177  0.045
C14 -3.5707 -1.2927 -2.3406  -0.268
C15 0.6757 -1.7769 -2.5240  -0.100
C16 2.0490 -1.8619 -2.6429  -0.317
H1 0.0444 -2.6656 -2.5944  0.238
H2 -1.8390 0.5915 -2.0783  0.210
H3 4.7035 -2.4434 -3.6036  0.194
H4 -3.8962 -0.7230 -3.2235  0.207
H5 -2.8571 1.7565 -0.1001  0.201
H6 -3.9343 -2.3231 -2.3906  0.226
H7 0.3084 3.6933 5.8565  0.259
H8 -0.4752 -1.2885 2.9426  0.228
H9 -2.1085 2.6460 2.1107  0.281
H10 2.5281 -2.8394 -2.7583  0.245
H11 -3.8946 -0.7909 -1.4167  0.221
H12 2.8259 1.4816 -2.5243  0.253
H13 4.7223 -2.5093 -1.7948  0.193
H14 5.9716 -1.5555 -2.6798  0.224
H15 -1.3137 -2.0002 0.6851  0.206
H16 0.3123 1.6254 -2.3686  0.229
H17 -0.5052 2.2839 6.5748  0.251
H18 1.0304 2.0635 5.6751  0.222
H19 -0.0740 0.5525 4.4218  0.408

charge = +1
HOMO level = -12.0 eV
lowest unoccupied orbital energy = -4.173 eV
gap between HOMO and LUMO = 7.860 eV